22
Properties=species:S:1:pos:R:3:mulliken_charge:R:1 method="wB97M-V/def2-TZVPD" mol_weight_g_mol=103.19 total_charge=+1 orbital_gap_ev=11.793 de_lowest_kcal_mol=74.22 smiles=CCC[NH2+]CCN
H 0.952 2.270 -2.461 0.288
C -0.254 1.234 -1.320 -0.740
N 1.082 1.549 -1.827 -0.638
H 1.147 0.789 -2.598 0.270
C -0.055 1.452 0.200 -0.566
H 0.389 -2.585 -0.193 0.350
H -0.673 0.409 -1.816 0.466
H -0.913 0.170 2.072 0.278
H -1.038 1.401 0.790 0.277
C -0.124 -0.507 1.479 -0.799
H 0.347 -1.162 2.239 0.492
H -1.059 -1.057 -0.502 0.187
H 1.187 0.061 -0.205 0.388
H -1.167 1.934 -1.528 0.369
H -1.168 -3.353 0.164 0.407
C -0.438 -2.695 0.485 -1.480
H 1.704 0.646 1.156 0.435
H -1.974 -1.278 0.850 0.391
H 0.419 2.373 0.441 0.405
C -0.941 -1.294 0.521 -0.056
H -0.095 -3.033 1.412 0.379
N 0.750 0.348 0.683 -0.104


22
Properties=species:S:1:pos:R:3:mulliken_charge:R:1 method="wB97M-V/def2-TZVPD" mol_weight_g_mol=103.19 total_charge=+1 orbital_gap_ev=10.910 de_lowest_kcal_mol=30.65 smiles=CCC[NH2+]CCN
H -1.289 -1.328 -2.122 0.319
H -0.017 1.446 -0.003 0.504
H 1.102 0.705 0.946 0.452
H -0.169 0.605 4.180 0.241
H -1.558 1.004 2.366 0.412
H -0.796 0.475 -1.804 0.314
C 0.429 -0.571 -3.255 -1.140
N 0.297 0.629 3.275 -0.543
C -0.499 1.253 2.275 -0.577
H -1.302 -0.716 0.688 0.356
C -0.493 -0.570 -1.994 -0.126
H 0.452 -2.119 -0.657 0.405
N -0.284 -0.628 0.564 -0.164
H 0.594 0.450 -3.587 0.320
H 1.313 -1.236 -3.175 0.338
H 0.052 -1.150 1.386 0.454
C 0.272 -1.049 -0.765 -0.908
H 1.263 -0.569 -0.744 0.362
H -0.383 2.347 2.144 0.292
H 1.185 1.031 3.549 0.208
H -0.185 -0.828 -4.147 0.344
C 0.018 0.823 0.882 -0.862